(1)
This record from the Open Molecules 2025 dataset describes one molecule with the formula C5H8N2 at a distorted geometry. The level of theory is ωB97M-V/def2-TZVPD.

Each atom is followed by the atoms it is bonded to, with distances in Å.
CARTESIAN COORDINATES (ANGSTROEM)
1 C -0.672 -0.677 1.129  C2 1.521, H8 1.096, H9 1.096, H10 1.095
2 C 0.245 -0.127 0.047  C1 1.521, C3 1.522, C6 1.479, N7 1.460
3 C -0.339 -0.100 -1.359  C2 1.522, C4 1.467, H11 1.097, H12 1.094
4 C -1.562 0.703 -1.461  C3 1.467, N5 1.157
5 N -2.534 1.326 -1.539  C4 1.157
6 C 1.261 0.881 0.421  C2 1.479, N7 1.464, H13 1.089, H14 1.088
7 N 1.663 -0.472 0.031  C2 1.460, C6 1.464, H15 1.017
8 H -1.424 -1.352 0.707  C1 1.096
9 H -0.100 -1.239 1.876  C1 1.096
10 H -1.202 0.132 1.644  C1 1.095
11 H -0.572 -1.125 -1.673  C3 1.097
12 H 0.408 0.289 -2.057  C3 1.094
13 H 1.315 1.161 1.472  C6 1.089
14 H 1.547 1.669 -0.272  C6 1.088
15 H 1.908 -1.023 0.850  N7 1.017

As for the relative energy (zero: lowest compared OMol25 entry of this formula, charge and spin): 125.80 kJ/mol. The calculation puts the HOMO-LUMO gap at 0.3989 Ha. The SMILES is C[C@@]1(CC#N)CN1. As for the LUMO energy: 0.85 eV.

From a Löwdin analysis of the wavefunction, the atomic charges in e read:
1 C -0.021
2 C -0.533
3 C -0.124
4 C -0.215
5 N 0.142
6 C -0.115
7 N 0.047
8 H 0.084
9 H 0.082
10 H 0.088
11 H 0.129
12 H 0.126
13 H 0.112
14 H 0.107
15 H 0.092

(2)
This record from the Open Molecules 2025 dataset describes one molecule with the formula C5H8N2. The level of theory is ωB97M-V/def2-TZVPD.

Each atom is followed by the atoms it is bonded to, with distances in Å.
CARTESIAN COORDINATES (ANGSTROEM)
1 C -1.235 1.587 -0.480  N2 1.312, H8 1.082, H9 1.081
2 N -0.751 0.465 -0.004  C1 1.312, C3 1.352, C6 1.523
3 C -1.348 -0.650 0.475  N2 1.352, C4 1.431, H11 1.081
4 C -0.344 -1.512 1.018  C3 1.431, C5 1.350, H12 1.085
5 C 0.891 -0.991 0.854  C4 1.350, C6 1.504, H13 1.081
6 C 0.759 0.275 0.053  N2 1.523, C5 1.504, N7 1.444, H10 1.094
7 N 1.276 0.204 -1.293  C6 1.444, H14 1.011, H15 1.015
8 H -2.305 1.711 -0.580  C1 1.082
9 H -0.538 2.350 -0.797  C1 1.081
10 H 1.152 1.166 0.551  C6 1.094
11 H -2.424 -0.753 0.482  C3 1.081
12 H -0.576 -2.450 1.511  C4 1.085
13 H 1.850 -1.393 1.154  C5 1.081
14 H 2.118 0.751 -1.408  N7 1.011
15 H 1.476 -0.761 -1.535  N7 1.015

As for the relative energy (zero: lowest compared OMol25 entry of this formula, charge and spin): 252.22 kJ/mol. The calculation puts the HOMO-LUMO gap (spin up / spin down) at 0.2563 / 0.2567 Ha. As for the LUMO energy (spin up / spin down): 0.73 / 0.74 eV.

From a Löwdin analysis of the wavefunction, the atomic charges in e read:
1 C 0.009
2 N -0.154
3 C -0.118
4 C -0.105
5 C -0.097
6 C -0.335
7 N 0.075
8 H 0.067
9 H 0.060
10 H 0.148
11 H 0.105
12 H 0.101
13 H 0.088
14 H 0.074
15 H 0.081